{"formula": "C3H8N2O", "method": "ωB97M-V/def2-TZVPD", "homo_lumo_gap_ev": 9.77, "total_energy_ev": -8266.6123, "e_above_lowest_kcal_mol": 62.6, "symbols": ["C", "C", "C", "H", "H", "H", "H", "H", "H", "H", "H", "N", "N", "O"], "positions_angstrom": [[0.8841, -1.3284, -1.0534], [-1.5130, 0.8940, 0.1043], [0.7492, 1.1280, 1.1210], [1.7729, -0.8161, -1.1229], [0.4435, -1.1797, -2.1281], [1.1018, -2.3566, -0.8153], [-0.2149, -1.5845, 0.7004], [-1.9640, 0.0275, -0.4657], [-2.0183, 1.0050, 1.0442], [-1.4937, 1.7762, -0.5880], [1.5953, 0.5520, 1.4824], [0.1149, -0.8776, 0.0244], [-0.0977, 0.4539, 0.2307], [0.6399, 2.3064, 1.4660]]}

{"formula": "C20H17IrN9S", "method": "ωB97M-V/def2-TZVPD", "total_charge": 3, "homo_lumo_gap_ev": [6.93, 5.90], "total_energy_ev": -48071.2741, "s2": 6.031, "e_above_lowest_kcal_mol": 4.1, "multiplicity": 5, "symbols": ["Ir", "N", "C", "N", "C", "N", "N", "C", "N", "C", "C", "C", "C", "C", "N", "H", "H", "H", "H", "H", "H", "H", "H", "N", "C", "C", "C", "C", "C", "C", "S", "N", "C", "C", "C", "C", "C", "C", "N", "H", "H", "H", "H", "H", "H", "H", "H", "H"], "positions_angstrom": [[-0.0090, -1.8598, -1.4011], [3.3793, -1.6128, -3.6155], [2.8215, -0.6086, -2.9672], [3.5517, 0.5138, -2.8503], [3.0993, 1.6049, -2.2692], [3.8395, 2.6985, -2.2821], [1.8815, 1.6058, -1.6350], [1.0867, 0.4154, -1.7762], [1.5627, -0.7232, -2.4851], [-1.4667, 0.8026, -2.1894], [-2.5243, 1.6748, -2.3922], [-3.8264, 1.1981, -2.3422], [-4.0415, -0.1511, -2.1037], [-2.9467, -0.9697, -1.9079], [-1.6878, -0.5050, -1.9398], [4.3103, -1.4930, -3.9824], [2.8788, -2.4617, -3.8176], [4.7353, 2.6600, -2.7459], [3.5730, 3.5483, -1.8152], [-2.3244, 2.7153, -2.6133], [-4.6597, 1.8682, -2.5079], [-5.0375, -0.5693, -2.0750], [-3.0794, -2.0299, -1.7314], [-0.3457, -0.3020, 2.8089], [-0.4332, -1.2202, 3.8492], [-0.3219, -0.7875, 5.1653], [-0.3864, -1.7058, 6.1950], [-0.5700, -3.0704, 5.9249], [-0.6870, -3.5177, 4.6254], [-0.6142, -2.5986, 3.5811], [-0.7564, -3.1519, 1.9431], [-0.4347, -1.8237, 1.0310], [-0.2491, -0.6104, 1.5054], [0.1369, 0.4175, 0.5043], [-0.0874, 1.8407, 0.6440], [0.1432, 2.7579, -0.3105], [0.6644, 2.4648, -1.6942], [-0.0476, 1.2516, -2.3949], [0.7021, -0.1615, -0.5017], [-0.2312, 0.6671, 3.0797], [-0.1790, 0.2658, 5.3779], [-0.2933, -1.3682, 7.2184], [-0.6185, -3.7791, 6.7409], [-0.8344, -4.5698, 4.4136], [-0.5013, 2.1953, 1.5815], [-0.0844, 3.7941, -0.0867], [0.7771, 3.3694, -2.2870], [0.1354, 1.3209, -3.4691]]}

{"formula": "C3H11N2O2PS", "method": "ωB97M-V/def2-TZVPD", "homo_lumo_gap_ev": 8.32, "total_energy_ev": -30486.3344, "e_above_lowest_kcal_mol": 9.3, "symbols": ["C", "C", "C", "N", "N", "O", "O", "P", "S", "H", "H", "H", "H", "H", "H", "H", "H", "H", "H", "H"], "positions_angstrom": [[1.8931, -0.5274, -1.4761], [1.8284, -0.8257, -0.0185], [1.0586, 0.1625, 0.9159], [-2.6277, -1.7317, 0.7380], [-1.6824, 1.9787, 0.1505], [-1.5769, 0.0700, -1.4881], [-2.2434, -0.3681, 1.0763], [-1.3062, 0.4295, -0.1444], [1.8087, 1.7068, 1.1522], [1.8524, -1.4039, -2.0249], [2.7498, -0.0483, -1.8148], [1.0549, 0.0600, -1.7161], [1.6034, -1.8952, 0.1794], [2.8534, -0.7146, 0.5095], [0.7960, -0.2730, 1.8676], [-3.0178, -2.0571, 1.7006], [-3.4260, -1.6610, 0.1475], [-1.9047, 2.4682, -0.6945], [-1.4135, 2.4639, 1.0628], [1.7000, 2.1664, -0.1228]]}

{"formula": "C3H6N2O", "method": "ωB97M-V/def2-TZVPD", "homo_lumo_gap_ev": 10.04, "total_energy_ev": -8231.0542, "e_above_lowest_kcal_mol": 130.2, "symbols": ["C", "C", "N", "C", "O", "N", "H", "H", "H", "H", "H", "H"], "positions_angstrom": [[-0.5966, 0.0715, -0.4933], [-1.7810, -0.5066, 0.2050], [1.5037, 0.6391, 0.5668], [0.7833, -0.2224, -0.1524], [2.8208, 0.7964, 0.0898], [0.4243, -0.9924, -1.0558], [3.2712, 0.0123, 0.4559], [0.7103, 1.4258, 0.5321], [-0.8584, 0.7372, -1.3070], [-2.4809, 0.2883, 0.4793], [-1.4875, -1.0327, 1.1172], [-2.3093, -1.2165, -0.4376]]}

{"formula": "C27H46BrN3OP2Sn", "method": "ωB97M-V/def2-TZVPD", "total_charge": 2, "homo_lumo_gap_ev": [5.16, 3.55], "total_energy_ev": -129700.1820, "e_above_lowest_kcal_mol": 0.0, "symbols": ["N", "C", "C", "C", "C", "C", "C", "Sn", "P", "C", "C", "C", "C", "C", "C", "C", "Br", "H", "H", "H", "H", "H", "H", "H", "H", "H", "H", "P", "C", "C", "H", "H", "H", "H", "H", "C", "C", "H", "H", "H", "H", "H", "C", "C", "H", "H", "H", "H", "H", "C", "C", "H", "H", "H", "H", "H", "C", "C", "H", "H", "H", "H", "H", "C", "C", "H", "H", "H", "H", "H", "C", "N", "C", "N", "O", "H", "H", "H", "H", "H", "H"], "positions_angstrom": [[7.8664, -3.4536, 5.6525], [6.7353, -3.5770, 6.3488], [5.5128, -3.0747, 5.8801], [5.4592, -2.4164, 4.6301], [6.6873, -2.2666, 3.9353], [7.8541, -2.8271, 4.4758], [4.1940, -1.9740, 4.0559], [-1.3081, 0.1617, 0.0141], [-3.6397, -1.6072, -4.4662], [4.0664, -1.6400, 2.7453], [2.8242, -1.2374, 2.1783], [2.5781, -1.4931, 0.8116], [1.2871, -1.3400, 0.3224], [0.2991, -0.8141, 1.1621], [0.5315, -0.5585, 2.5054], [1.8138, -0.7219, 3.0158], [-4.0253, 0.5348, -0.4856], [3.3148, -2.0075, 4.7170], [4.8951, -1.7822, 2.0499], [4.6170, -3.2298, 6.4763], [6.7610, -1.7526, 2.9813], [6.7955, -4.0909, 7.3143], [8.8050, -2.7626, 3.9376], [3.3942, -1.8682, 0.1845], [2.0443, -0.4941, 4.0584], [1.0747, -1.5994, -0.7132], [-0.2407, -0.2092, 3.1819], [0.0151, 2.1626, -0.9656], [-3.6973, -2.7831, -3.0646], [-4.0948, -4.1843, -3.5657], [-4.4308, -2.4039, -2.3367], [-2.7012, -2.7905, -2.5989], [-4.4170, -4.8132, -2.7290], [-4.9212, -4.1358, -4.2862], [-3.2555, -4.6869, -4.0611], [-1.8950, -1.5798, -5.0055], [-1.7639, -1.2695, -6.5013], [-1.5071, -2.5879, -4.7960], [-1.3597, -0.8470, -4.3858], [-0.7522, -1.5086, -6.8421], [-2.4633, -1.8627, -7.1009], [-1.9503, -0.2134, -6.7198], [-4.0049, 0.0665, -3.8578], [-5.5001, 0.4043, -4.0045], [-3.3896, 0.7917, -4.4171], [-3.7272, 0.0816, -2.7858], [-5.6725, 1.4611, -3.7627], [-5.8565, 0.2277, -5.0293], [-6.1069, -0.2047, -3.3211], [-1.0022, 3.6621, -1.1720], [-0.2975, 5.0020, -0.9564], [-1.8512, 3.5514, -0.4799], [-1.4140, 3.6092, -2.1918], [-0.1344, 5.2102, 0.1076], [0.6688, 5.0629, -1.4733], [-0.9312, 5.8044, -1.3520], [0.5075, 1.5866, -2.6269], [1.9643, 1.1481, -2.7827], [0.2645, 2.4109, -3.3147], [-0.1703, 0.7507, -2.8680], [2.6387, 2.0125, -2.8089], [2.2945, 0.4722, -1.9835], [2.0805, 0.6126, -3.7316], [1.5247, 2.5302, 0.0032], [1.2787, 2.9874, 1.4462], [2.0891, 3.2923, -0.5628], [2.1297, 1.6073, 0.0087], [2.0932, 2.6193, 2.0861], [1.2722, 4.0842, 1.5227], [0.3380, 2.5999, 1.8693], [-2.3876, 3.0312, 4.0844], [-2.9999, 1.7569, 3.7587], [-2.7472, 1.0065, 2.6805], [-3.5374, -0.0796, 2.5055], [-1.7688, 1.2879, 1.8993], [-1.5920, 3.3034, 3.3869], [-1.9852, 2.9760, 5.0990], [-3.1601, 3.8064, 4.0843], [-3.8079, 1.4707, 4.2967], [-3.7477, -0.3237, 1.5301], [-4.3548, -0.0747, 3.1033]]}